# C4H12

A 2-piece molecular cluster, C4H12 overall at a distorted geometry (ωB97M-V with the def2-TZVPD basis set, OMol25).

Geometry as ORCA input:
```
! RIJCOSX wB97M-V def2-TZVPD def2/J DEFGRID3
* xyz 0 1
C -1.7836 1.1165 0.1211
C -1.9809 -0.3514 0.3780
H -0.8090 1.1997 -0.4064
H -2.5291 1.6710 -0.3840
H -1.6531 1.6621 1.0542
H -3.0340 -0.4327 0.6994
H -1.3115 -0.8361 1.1035
H -1.8997 -1.0722 -0.4842
C 2.4138 0.1112 -0.2719
C 1.3920 -0.9759 -0.2510
H 2.6426 0.4898 -1.2733
H 2.0568 1.0773 0.0859
H 3.3021 -0.1127 0.3405
H 1.1132 -1.1603 0.8393
H 0.4806 -0.5731 -0.6919
H 1.5999 -1.8132 -0.8590
*
```

Properties
Molecular weight, g/mol: 60.14
HOMO level, eV: -11.41
Frontier orbital gap, eV: 12.57
SMILES: CC.CC
Energy above the lowest of the compared OMol25 structures with the same formula, charge and spin, kJ/mol: 61.2
LUMO, hartree: 0.0425
DFT total energy, a.u.: -159.5617
Largest force on an atom, eV/Å: 2.94

---

# C4H12

A 2-piece molecular cluster, C4H12 overall at a distorted geometry (ωB97M-V with the def2-TZVPD basis set, OMol25).

Geometry as ORCA input:
```
! RIJCOSX wB97M-V def2-TZVPD def2/J DEFGRID3
* xyz 0 1
C 0.3048 -1.5590 3.0174
C -0.0222 -0.1756 2.3383
H -0.0207 -2.3827 2.3991
H 1.3904 -1.6437 3.0714
H -0.0403 -1.4457 4.0391
H -0.7604 0.3453 2.9325
H -0.2299 -0.2616 1.2775
H 0.8694 0.4503 2.4440
C 0.5873 0.6837 -2.8008
C -0.9031 1.0319 -2.5531
H 1.0855 1.5838 -2.4657
H 0.8931 -0.3143 -2.4918
H 0.7790 0.4864 -3.8681
H -1.6311 0.8775 -3.3481
H -1.0390 2.0333 -2.1598
H -1.2627 0.2904 -1.8319
*
```

Properties
Molecular weight, g/mol: 60.14
HOMO level, eV: -11.29
Frontier orbital gap, eV: 12.35
SMILES: CC.CC
Energy above the lowest of the compared OMol25 structures with the same formula, charge and spin, kJ/mol: 80.9
LUMO, hartree: 0.0391
DFT total energy, a.u.: -159.5542
Largest force on an atom, eV/Å: 2.24

---

# C4H12

A 2-piece molecular cluster, C4H12 overall at a distorted geometry (ωB97M-V with the def2-TZVPD basis set, OMol25).

Geometry as ORCA input:
```
! RIJCOSX wB97M-V def2-TZVPD def2/J DEFGRID3
* xyz 0 1
C -0.6120 0.6990 -1.3525
C -1.8984 1.1201 -0.6477
H 0.2151 0.7227 -0.6229
H -0.4096 -0.3724 -1.5579
H -0.4110 1.1649 -2.3054
H -2.3967 1.8905 -1.2548
H -1.8337 1.5379 0.3581
H -2.6433 0.3183 -0.6278
C 1.8926 -0.4476 0.9136
C 0.6507 -1.3070 1.1209
H 2.8117 -0.8883 1.3021
H 1.9515 -0.4245 -0.1872
H 1.6961 0.5743 1.2252
H -0.2120 -0.6524 0.9842
H 0.4391 -1.7081 2.1206
H 0.7600 -2.2273 0.5315
*
```

Properties
Molecular weight, g/mol: 60.14
HOMO level, eV: -11.14
Frontier orbital gap, eV: 12.28
SMILES: CC.CC
Energy above the lowest of the compared OMol25 structures with the same formula, charge and spin, kJ/mol: 75.1
LUMO, hartree: 0.0419
DFT total energy, a.u.: -159.5564
Largest force on an atom, eV/Å: 2.37

---

# C4H12

A 2-piece molecular cluster, C4H12 overall at a distorted geometry (ωB97M-V with the def2-TZVPD basis set, OMol25).

Geometry as ORCA input:
```
! RIJCOSX wB97M-V def2-TZVPD def2/J DEFGRID3
* xyz 0 1
C 0.8123 -2.6973 1.4059
C 1.4997 -1.4412 0.8738
H 1.1188 -2.9739 2.4156
H -0.2643 -2.5121 1.4921
H 0.8984 -3.5139 0.6884
H 2.5778 -1.5336 0.7289
H 1.4314 -0.6601 1.6278
H 0.9325 -1.0498 0.0297
C -1.2808 2.0341 -0.4284
C -0.9576 2.0604 -1.9301
H -0.4038 1.7540 0.1667
H -1.4588 3.0209 0.0142
H -2.1213 1.3760 -0.2119
H -1.8808 2.3710 -2.4331
H -0.8108 1.0721 -2.3702
H -0.0926 2.6934 -2.0694
*
```

Properties
Molecular weight, g/mol: 60.14
HOMO level, eV: -11.48
Frontier orbital gap, eV: 12.55
SMILES: CC.CC
Energy above the lowest of the compared OMol25 structures with the same formula, charge and spin, kJ/mol: 28.4
LUMO, hartree: 0.0395
DFT total energy, a.u.: -159.5741
Largest force on an atom, eV/Å: 1.37

---

# C4H12

A 2-piece molecular cluster, C4H12 overall at a distorted geometry (ωB97M-V with the def2-TZVPD basis set, OMol25).

Geometry as ORCA input:
```
! RIJCOSX wB97M-V def2-TZVPD def2/J DEFGRID3
* xyz 0 1
C 1.3860 -2.2267 1.1470
C 0.0560 -1.5117 1.3239
H 1.8650 -2.1637 0.1644
H 2.1673 -1.8421 1.7887
H 1.2796 -3.2659 1.4519
H 0.1397 -0.4473 1.1213
H -0.1975 -1.5451 2.3901
H -0.7357 -1.9801 0.7547
C -0.9309 2.4921 -1.6520
C -0.5473 1.2537 -0.8458
H -1.4804 3.2256 -1.0774
H -0.0472 2.9436 -2.0950
H -1.5708 2.2630 -2.5086
H 0.3272 1.4126 -0.2281
H -0.3235 0.4282 -1.5238
H -1.3874 0.9637 -0.2113
*
```

Properties
Molecular weight, g/mol: 60.14
HOMO level, eV: -11.72
Frontier orbital gap, eV: 12.86
SMILES: CC.CC
Energy above the lowest of the compared OMol25 structures with the same formula, charge and spin, kJ/mol: 15.0
LUMO, hartree: 0.0417
DFT total energy, a.u.: -159.5793
Largest force on an atom, eV/Å: 1.05

---

# C4H12

A 2-piece molecular cluster, C4H12 overall at a distorted geometry (ωB97M-V with the def2-TZVPD basis set, OMol25).

Geometry as ORCA input:
```
! RIJCOSX wB97M-V def2-TZVPD def2/J DEFGRID3
* xyz 0 1
C 1.7032 -0.4801 -1.5644
C 1.9835 -0.1519 -0.0975
H 2.4921 -0.0881 -2.1877
H 1.6402 -1.5577 -1.6915
H 0.8294 0.0262 -1.9676
H 1.9628 0.9206 0.0294
H 2.9340 -0.5344 0.2784
H 1.2733 -0.7158 0.5093
C -1.3815 0.3047 0.2301
C -2.2826 0.3491 1.4491
H -0.4655 0.7911 0.5415
H -1.2779 -0.7056 -0.1548
H -1.7749 0.9476 -0.5585
H -1.9284 -0.0864 2.3816
H -2.6048 1.3482 1.7154
H -3.3071 -0.0107 1.2821
*
```

Properties
Molecular weight, g/mol: 60.14
HOMO level, eV: -11.39
Frontier orbital gap, eV: 12.56
SMILES: CC.CC
Energy above the lowest of the compared OMol25 structures with the same formula, charge and spin, kJ/mol: 36.2
LUMO, hartree: 0.0429
DFT total energy, a.u.: -159.5712
Largest force on an atom, eV/Å: 1.91

---

# C4H12

A 2-piece molecular cluster, C4H12 overall at a distorted geometry (ωB97M-V with the def2-TZVPD basis set, OMol25).

Geometry as ORCA input:
```
! RIJCOSX wB97M-V def2-TZVPD def2/J DEFGRID3
* xyz 0 1
C -0.1715 2.9279 -0.1723
C -0.7401 1.6125 0.3950
H -0.1986 2.8276 -1.2707
H -0.7490 3.8197 0.0689
H 0.9237 3.0862 -0.0285
H -1.6734 1.2840 -0.0661
H 0.0750 0.8720 0.1780
H -0.7372 1.5307 1.4825
C 1.0423 -2.5237 -0.3093
C -0.3014 -2.0091 0.1812
H 1.8885 -2.5841 0.4179
H 0.9934 -3.5695 -0.6110
H 1.5237 -1.8393 -1.0283
H -0.2661 -1.8017 1.2367
H -0.4448 -1.0512 -0.3150
H -1.1644 -2.5819 -0.1589
*
```

Properties
Molecular weight, g/mol: 60.14
HOMO level, eV: -11.33
Frontier orbital gap, eV: 12.43
SMILES: CC.CC
Energy above the lowest of the compared OMol25 structures with the same formula, charge and spin, kJ/mol: 63.3
LUMO, hartree: 0.0403
DFT total energy, a.u.: -159.5609
Largest force on an atom, eV/Å: 2.40

---

# C4H12

A 2-piece molecular cluster, C4H12 overall at a distorted geometry (ωB97M-V with the def2-TZVPD basis set, OMol25).

Geometry as ORCA input:
```
! RIJCOSX wB97M-V def2-TZVPD def2/J DEFGRID3
* xyz 0 1
C 0.6527 1.8909 0.8487
C 1.9819 2.7744 1.0664
H -0.1426 2.6559 0.5412
H 0.8297 1.0792 0.1125
H 0.2786 1.3300 1.7759
H 1.6481 3.6733 1.5416
H 2.3668 2.9511 0.1490
H 2.5586 2.3079 1.7709
C -1.0453 -2.3583 -1.6407
C -1.5883 -2.1728 -0.3034
H -0.1022 -2.9080 -1.8307
H -1.5452 -3.2404 -2.1953
H -0.9979 -1.4831 -2.1394
H -1.7054 -3.1700 0.1096
H -2.4777 -1.4909 -0.1222
H -0.7118 -1.8391 0.3157
*
```

Properties
Molecular weight, g/mol: 60.14
HOMO level, eV: -10.65
Frontier orbital gap, eV: 11.74
SMILES: CC.CC
Energy above the lowest of the compared OMol25 structures with the same formula, charge and spin, kJ/mol: 148.1
LUMO, hartree: 0.0397
DFT total energy, a.u.: -159.5285
Largest force on an atom, eV/Å: 5.37

---

# C4H12

A 2-piece molecular cluster, C4H12 overall (ωB97M-V with the def2-TZVPD basis set, OMol25).

Geometry as ORCA input:
```
! RIJCOSX wB97M-V def2-TZVPD def2/J DEFGRID3
* xyz 0 1
C -2.8553 0.3018 -1.4282
C -2.1924 0.1911 -0.0456
H -3.7485 0.9104 -1.3664
H -2.1925 0.7558 -2.1595
H -3.0897 -0.6849 -1.8249
H -1.1094 0.2671 -0.0573
H -2.5589 0.9746 0.6202
H -2.4616 -0.7591 0.4279
C 2.7827 -0.6312 0.1259
C 2.2725 0.1188 1.3597
H 3.8104 -0.3508 -0.1095
H 2.7330 -1.7136 0.2696
H 2.1904 -0.4214 -0.7568
H 1.2105 0.3394 1.2524
H 2.7150 1.1189 1.4088
H 2.4937 -0.4169 2.2837
*
```

Properties
Molecular weight, g/mol: 60.14
HOMO level, eV: -11.79
Frontier orbital gap, eV: 12.89
SMILES: CC.CC
Energy above the lowest of the compared OMol25 structures with the same formula, charge and spin, kJ/mol: 18.9
LUMO, hartree: 0.0404
DFT total energy, a.u.: -159.5778
Largest force on an atom, eV/Å: 0.75

---

# C4H12

A 2-piece molecular cluster, C4H12 overall at a distorted geometry (ωB97M-V with the def2-TZVPD basis set, OMol25).

Geometry as ORCA input:
```
! RIJCOSX wB97M-V def2-TZVPD def2/J DEFGRID3
* xyz 0 1
C 1.9979 0.4628 -0.2695
C 1.4321 1.8593 -0.0689
H 1.5616 -0.1673 0.5102
H 1.5171 -0.0376 -1.1169
H 3.0786 0.4143 -0.2032
H 0.6871 1.8784 0.7247
H 2.1962 2.4791 0.4179
H 1.0815 2.3349 -0.9800
C -2.1928 -1.3884 -0.3905
C -1.1987 -0.9452 0.6968
H -1.8058 -2.1961 -1.0112
H -3.1542 -1.7469 0.0027
H -2.5521 -0.5391 -0.9757
H -1.5515 0.0561 0.8918
H -0.1989 -0.8951 0.2516
H -1.0379 -1.6504 1.5062
*
```

Properties
Molecular weight, g/mol: 60.14
HOMO level, eV: -11.33
Frontier orbital gap, eV: 12.51
SMILES: CC.CC
Energy above the lowest of the compared OMol25 structures with the same formula, charge and spin, kJ/mol: 61.8
LUMO, hartree: 0.0431
DFT total energy, a.u.: -159.5614
Largest force on an atom, eV/Å: 1.72

---

# C4H12

A 2-piece molecular cluster, C4H12 overall at a distorted geometry (ωB97M-V with the def2-TZVPD basis set, OMol25).

Geometry as ORCA input:
```
! RIJCOSX wB97M-V def2-TZVPD def2/J DEFGRID3
* xyz 0 1
C -1.0140 0.9416 1.3998
C -0.2196 0.3131 2.5390
H -1.9320 0.3862 1.1859
H -1.5186 1.8622 1.7396
H -0.4655 1.2835 0.5293
H 0.6038 0.9773 2.8023
H 0.2135 -0.6318 2.2299
H -0.7908 0.1561 3.4495
C 0.8957 -0.2783 -2.6089
C 0.4200 -1.0502 -1.3844
H 1.3954 0.6515 -2.3286
H 1.5618 -0.8361 -3.2546
H 0.0120 0.0884 -3.1302
H 0.2088 -2.0978 -1.6238
H -0.4919 -0.6098 -0.9932
H 1.1212 -1.1559 -0.5517
*
```

Properties
Molecular weight, g/mol: 60.14
HOMO level, eV: -11.49
Frontier orbital gap, eV: 12.65
SMILES: CC.CC
Energy above the lowest of the compared OMol25 structures with the same formula, charge and spin, kJ/mol: 27.2
LUMO, hartree: 0.0427
DFT total energy, a.u.: -159.5746
Largest force on an atom, eV/Å: 2.21

---

# C4H12

A 2-piece molecular cluster, C4H12 overall at a distorted geometry (ωB97M-V with the def2-TZVPD basis set, OMol25).

Geometry as ORCA input:
```
! RIJCOSX wB97M-V def2-TZVPD def2/J DEFGRID3
* xyz 0 1
C 1.9929 0.6001 0.4939
C 2.5400 -0.3078 -0.5961
H 0.9100 0.6726 0.5431
H 2.2880 0.5173 1.5453
H 2.1147 1.6866 0.4673
H 1.8471 -1.0673 -0.8871
H 2.5144 0.3058 -1.5739
H 3.6979 -0.5328 -0.4879
C -1.7242 -0.6671 0.2658
C -2.7827 0.2317 -0.1802
H -0.9767 -0.1203 0.9124
H -2.1416 -1.6162 0.8284
H -1.0238 -1.0754 -0.5490
H -3.4744 -0.2168 -0.7394
H -2.3598 1.0799 -0.7589
H -3.4218 0.5097 0.7164
*
```

Properties
Molecular weight, g/mol: 60.14
HOMO level, eV: -11.09
Frontier orbital gap, eV: 12.21
SMILES: CC.CC
Energy above the lowest of the compared OMol25 structures with the same formula, charge and spin, kJ/mol: 135.0
LUMO, hartree: 0.0410
DFT total energy, a.u.: -159.5336
Largest force on an atom, eV/Å: 4.27

---

# C4H12

A 2-piece molecular cluster, C4H12 overall at a distorted geometry (ωB97M-V with the def2-TZVPD basis set, OMol25).

Geometry as ORCA input:
```
! RIJCOSX wB97M-V def2-TZVPD def2/J DEFGRID3
* xyz 0 1
C 1.1711 1.4862 -0.8583
C 1.4669 0.0412 -1.2531
H 1.5908 2.1637 -1.6007
H 0.0908 1.6594 -0.8991
H 1.5023 1.7526 0.1443
H 2.4703 0.0045 -1.6977
H 0.7640 -0.3485 -1.9903
H 1.5556 -0.7517 -0.5092
C -1.4331 -0.3685 1.7593
C -1.1855 -1.1169 0.4583
H -0.5533 -0.4560 2.3791
H -1.7985 0.6433 1.5822
H -2.3827 -0.6813 2.2098
H -2.0387 -1.5523 -0.0667
H -0.5279 -1.9726 0.6403
H -0.6922 -0.5031 -0.2980
*
```

Properties
Molecular weight, g/mol: 60.14
HOMO level, eV: -11.27
Frontier orbital gap, eV: 12.45
SMILES: CC.CC
Energy above the lowest of the compared OMol25 structures with the same formula, charge and spin, kJ/mol: 48.9
LUMO, hartree: 0.0434
DFT total energy, a.u.: -159.5664
Largest force on an atom, eV/Å: 1.95

---

# C4H12

A 2-piece molecular cluster, C4H12 overall (ωB97M-V with the def2-TZVPD basis set, OMol25).

Geometry as ORCA input:
```
! RIJCOSX wB97M-V def2-TZVPD def2/J DEFGRID3
* xyz 0 1
C 2.0296 -0.2886 2.2500
C 0.7832 -0.5392 1.4075
H 2.5131 -1.2234 2.5331
H 2.7754 0.2969 1.7249
H 1.7681 0.1897 3.1970
H 0.5282 0.2959 0.7515
H 0.9404 -1.4032 0.7547
H -0.0830 -0.7739 2.0309
C -1.5446 1.0015 -1.3216
C -1.2122 -0.0740 -2.3594
H -2.6279 1.0002 -1.1483
H -1.1738 0.7163 -0.3446
H -1.2218 1.9997 -1.5943
H -0.4419 0.1497 -3.0929
H -2.1100 -0.3356 -2.9210
H -0.9228 -1.0121 -1.8675
*
```

Properties
Molecular weight, g/mol: 60.14
HOMO level, eV: -11.50
Frontier orbital gap, eV: 12.67
SMILES: CC.CC
Energy above the lowest of the compared OMol25 structures with the same formula, charge and spin, kJ/mol: 22.7
LUMO, hartree: 0.0432
DFT total energy, a.u.: -159.5763
Largest force on an atom, eV/Å: 0.83